A 12-piece molecular cluster, C54H113F4N9O16S4 overall at a distorted geometry, computed with wB97M-V/def2-TZVPD.

Last column: Löwdin charge in e.
Atoms and positions in Å:
C (10.643, -6.701, -22.615)  -0.0421
C (9.254, -7.237, -22.374)  -0.1735
N (8.328, -6.916, -23.442)  -0.0180
C (7.991, -7.585, -24.576)  -0.0086
C (7.303, -6.757, -25.384)  0.0154
N (7.121, -5.613, -24.652)  -0.0324
C (7.845, -5.672, -23.570)  -0.0928
C (6.501, -4.378, -25.097)  0.0112
H (10.650, -5.616, -22.736)  0.0714
H (11.047, -7.146, -23.527)  0.0793
H (11.293, -6.915, -21.767)  0.0632
H (8.860, -6.767, -21.465)  0.0970
H (9.130, -8.293, -22.130)  0.1178
H (8.337, -8.604, -24.679)  0.1230
H (6.734, -6.940, -26.269)  0.0926
H (8.085, -4.917, -22.845)  0.1440
H (6.957, -3.550, -24.564)  0.0831
H (5.439, -4.302, -24.847)  0.0754
H (6.526, -4.318, -26.178)  0.0823
C (11.112, -8.077, -19.259)  -0.0946
C (10.493, -8.728, -18.029)  -0.2061
C (10.514, -10.245, -18.184)  -0.1290
N (10.355, -10.990, -16.907)  -0.2729
C (8.997, -10.954, -16.303)  0.0385
C (11.351, -10.623, -15.846)  -0.1228
C (11.658, -11.846, -14.968)  -0.1122
C (11.252, -13.027, -15.885)  -0.1450
C (10.709, -12.487, -17.187)  -0.0549
H (11.334, -7.029, -19.052)  0.0796
H (10.355, -8.113, -20.042)  0.0600
H (12.050, -8.468, -19.654)  0.0803
H (9.482, -8.336, -17.894)  0.1116
H (11.044, -8.425, -17.134)  0.1042
H (11.523, -10.497, -18.507)  0.1290
H (9.768, -10.580, -18.906)  0.1423
H (8.812, -9.907, -16.068)  0.1142
H (8.950, -11.581, -15.421)  0.1145
H (8.289, -11.274, -17.065)  0.1127
H (10.865, -9.833, -15.268)  0.1287
H (12.198, -10.086, -16.267)  0.1367
H (11.004, -11.835, -14.104)  0.1124
H (12.723, -11.800, -14.783)  0.1178
H (10.591, -13.728, -15.381)  0.1168
H (12.174, -13.575, -16.088)  0.1182
H (9.747, -12.884, -17.495)  0.1349
H (11.449, -12.489, -17.977)  0.1352
C (9.662, -7.115, -28.802)  -0.0636
C (9.111, -6.078, -29.786)  -0.2045
C (8.096, -5.217, -29.071)  -0.1444
N (7.379, -4.217, -29.923)  -0.2647
C (8.255, -3.395, -30.785)  0.0200
C (6.526, -3.299, -29.085)  -0.0842
C (5.427, -2.781, -30.006)  -0.1244
C (5.276, -3.882, -31.080)  -0.1200
C (6.393, -4.910, -30.820)  -0.0981
H (8.950, -7.910, -28.610)  0.0779
H (9.938, -6.591, -27.877)  0.0442
H (10.632, -7.471, -29.151)  0.0606
H (8.627, -6.612, -30.611)  0.1157
H (9.894, -5.439, -30.191)  0.0975
H (8.684, -4.638, -28.343)  0.1093
H (7.269, -5.645, -28.516)  0.0923
H (9.122, -3.093, -30.193)  0.1126
H (7.690, -2.564, -31.185)  0.1074
H (8.675, -4.032, -31.560)  0.1010
H (7.149, -2.560, -28.586)  0.1473
H (6.056, -3.943, -28.340)  0.1037
H (5.618, -1.790, -30.405)  0.1128
H (4.503, -2.779, -29.420)  0.0962
H (5.378, -3.448, -32.076)  0.1061
H (4.300, -4.356, -31.039)  0.1132
H (6.809, -5.291, -31.746)  0.1319
H (5.988, -5.743, -30.248)  0.0958
C (15.339, -4.033, -24.491)  -0.0877
C (15.416, -4.815, -25.791)  -0.2207
C (15.066, -4.028, -27.061)  -0.1328
N (15.363, -4.773, -28.331)  -0.2727
C (16.824, -4.779, -28.561)  0.0253
C (14.797, -6.160, -28.326)  -0.0947
C (14.317, -6.433, -29.746)  -0.1280
C (13.885, -5.058, -30.274)  -0.1337
C (14.583, -4.012, -29.419)  -0.0663
H (15.816, -4.613, -23.697)  0.0778
H (14.305, -3.902, -24.171)  0.0722
H (15.848, -3.068, -24.469)  0.0767
H (14.720, -5.656, -25.790)  0.1076
H (16.418, -5.246, -25.888)  0.1043
H (15.541, -3.049, -27.122)  0.1409
H (13.992, -3.889, -27.024)  0.1354
H (16.980, -5.395, -29.445)  0.1184
H (17.270, -5.235, -27.685)  0.0978
H (17.192, -3.773, -28.734)  0.1109
H (15.496, -6.869, -27.897)  0.1485
H (13.829, -6.146, -27.817)  0.1417
H (15.121, -6.800, -30.393)  0.1172
H (13.537, -7.195, -29.748)  0.1105
H (13.992, -5.018, -31.355)  0.1184
H (12.801, -4.943, -30.152)  0.1122
H (15.400, -3.604, -30.021)  0.1239
H (13.983, -3.209, -29.014)  0.1309
C (6.001, -10.202, -19.723)  -0.0920
C (5.638, -11.224, -20.793)  -0.2117
C (6.123, -10.744, -22.129)  -0.1265
N (5.679, -11.474, -23.391)  -0.2811
C (6.460, -12.757, -23.455)  0.0423
C (5.976, -10.624, -24.581)  -0.0796
C (4.809, -9.591, -24.619)  -0.1121
C (3.733, -10.249, -23.745)  -0.1281
C (4.199, -11.666, -23.471)  -0.0966
H (7.061, -9.933, -19.800)  0.0718
H (5.821, -10.422, -18.670)  0.0699
H (5.444, -9.269, -19.870)  0.0730
H (4.549, -11.332, -20.792)  0.1067
H (6.127, -12.162, -20.521)  0.1130
H (7.207, -10.887, -22.239)  0.1037
H (5.918, -9.686, -22.309)  0.1252
H (6.312, -13.414, -22.605)  0.1080
H (7.500, -12.491, -23.624)  0.1034
H (5.951, -13.219, -24.305)  0.1011
H (5.789, -11.321, -25.401)  0.1384
H (6.971, -10.203, -24.618)  0.1116
H (4.469, -9.497, -25.650)  0.0986
H (5.209, -8.628, -24.310)  0.1023
H (2.750, -10.170, -24.208)  0.1264
H (3.645, -9.648, -22.836)  0.1178
H (4.055, -12.350, -24.308)  0.1361
H (3.757, -12.101, -22.581)  0.1257
C (4.854, -1.646, -21.468)  -0.0646
C (6.365, -1.734, -21.760)  -0.2268
C (7.218, -0.760, -20.979)  -0.1332
N (8.694, -0.991, -21.019)  -0.2708
C (9.160, -0.633, -22.371)  0.0344
C (9.334, -0.159, -19.937)  -0.0914
C (10.601, -0.926, -19.550)  -0.1334
C (10.550, -2.290, -20.254)  -0.1318
C (9.076, -2.398, -20.595)  -0.0948
H (4.670, -1.631, -20.393)  0.0818
H (4.363, -2.501, -21.920)  0.0685
H (4.430, -0.741, -21.908)  0.0843
H (6.530, -1.706, -22.837)  0.1117
H (6.571, -2.745, -21.396)  0.0653
H (6.782, -0.648, -19.987)  0.1390
H (7.098, 0.222, -21.451)  0.1416
H (8.590, -1.225, -23.087)  0.0962
H (10.223, -0.813, -22.463)  0.1102
H (8.893, 0.396, -22.603)  0.1170
H (9.514, 0.861, -20.270)  0.1370
H (8.626, -0.069, -19.117)  0.1292
H (11.487, -0.399, -19.910)  0.1132
H (10.718, -0.967, -18.468)  0.1185
H (11.137, -2.215, -21.173)  0.1075
H (10.924, -3.152, -19.713)  0.1169
H (8.592, -3.032, -21.328)  0.1077
H (8.603, -2.526, -19.616)  0.1270
N (5.387, -6.847, -28.060)  -0.3070
S (5.282, -8.361, -28.706)  0.4845
O (5.609, -8.251, -30.086)  -0.2709
O (4.221, -9.224, -28.337)  -0.2673
F (6.527, -9.060, -28.007)  -0.1895
S (3.862, -6.505, -27.801)  0.4577
O (3.187, -7.168, -26.743)  -0.2695
O (3.128, -6.125, -28.958)  -0.2455
F (4.274, -5.098, -27.121)  -0.2078
N (7.140, -4.953, -20.565)  -0.2990
S (5.713, -5.623, -20.931)  0.4579
O (4.620, -5.262, -20.123)  -0.2314
O (5.837, -6.972, -21.361)  -0.2617
F (5.437, -4.784, -22.234)  -0.1579
S (7.361, -5.242, -19.038)  0.4990
O (7.150, -6.578, -18.569)  -0.2868
O (7.216, -4.170, -18.099)  -0.2748
F (9.026, -5.272, -19.112)  -0.2554
C (11.416, -10.775, -21.944)  -0.0279
C (9.985, -11.078, -22.347)  -0.7676
O (9.335, -11.817, -21.555)  -0.1044
O (9.518, -10.561, -23.391)  -0.0711
H (11.851, -11.740, -21.649)  0.0713
H (11.495, -10.140, -21.061)  0.0284
H (12.115, -10.427, -22.704)  0.0705
C (12.140, -8.506, -26.170)  -0.0380
C (12.916, -9.102, -27.362)  -0.7829
O (14.003, -9.656, -27.048)  -0.1095
O (12.404, -9.139, -28.518)  -0.0996
H (12.763, -7.653, -25.834)  0.0468
H (11.987, -9.152, -25.309)  0.0584
H (11.222, -7.998, -26.481)  0.0349
C (3.878, -2.279, -25.646)  -0.0582
C (2.956, -1.497, -26.606)  -0.7775
O (3.041, -1.874, -27.813)  -0.1081
O (2.322, -0.534, -26.142)  -0.0823
H (4.755, -2.674, -26.169)  0.0275
H (3.411, -3.134, -25.147)  0.0649
H (4.284, -1.614, -24.871)  0.0516
C (10.540, -4.977, -25.554)  -0.0249
C (9.954, -3.618, -25.931)  -0.7513
O (10.015, -3.291, -27.147)  -0.0928
O (9.366, -2.981, -25.017)  -0.0944
H (9.818, -5.551, -24.963)  0.0356
H (11.345, -4.800, -24.844)  0.0620
H (10.756, -5.613, -26.412)  0.0429

Its gap between HOMO and LUMO is 4.82 eV. The energy above the lowest of the compared OMol25 structures with the same formula, charge and spin is 0.0 kcal per mole.


C54H114BeF4N8O14S4 as an isolated structure at a distorted geometry, computed with wB97M-V/def2-TZVPD.

Last column: Löwdin charge in e.
Atoms and positions in Å:
Be (-0.074, -11.575, 11.361)  0.6914
N (0.259, -12.858, 7.401)  -0.2246
S (1.499, -12.957, 6.432)  0.3965
O (1.708, -12.037, 5.382)  -0.2489
O (2.087, -14.275, 6.222)  -0.2666
F (2.456, -12.268, 7.523)  -0.2241
S (-0.727, -13.569, 6.161)  0.5781
O (-0.872, -15.032, 6.225)  -0.2993
O (-0.856, -12.994, 4.784)  -0.2974
F (-2.073, -13.007, 6.760)  -0.2087
N (3.281, -10.117, 12.955)  -0.2209
S (4.466, -8.980, 12.475)  0.5184
O (5.857, -9.270, 12.243)  -0.2428
O (4.165, -7.687, 12.929)  -0.2520
F (3.940, -8.812, 10.924)  -0.2342
S (4.279, -10.642, 14.018)  0.3951
O (4.702, -9.844, 15.146)  -0.2515
O (5.163, -11.663, 13.614)  -0.2399
F (3.125, -11.500, 14.850)  -0.2628
C (-1.852, -7.538, 14.143)  -0.0511
C (-2.085, -6.591, 13.003)  -0.4644
C (-1.058, -5.456, 13.009)  -0.1249
C (-1.136, -4.573, 11.798)  -0.2440
C (-0.906, -5.256, 10.505)  -0.1349
C (-1.950, -6.511, 10.364)  -0.3778
N (-2.031, -7.328, 11.631)  -0.0548
O (-2.959, -8.301, 11.584)  -0.0066
C (-3.287, -5.963, 9.783)  -0.0283
C (-1.136, -7.342, 9.233)  -0.0225
C (-3.520, -6.060, 13.314)  -0.0215
H (-0.916, -8.081, 14.014)  0.0923
H (-2.585, -8.331, 14.287)  0.0838
H (-1.915, -6.935, 15.049)  0.0971
H (-1.087, -4.792, 13.873)  0.1300
H (-0.097, -5.964, 13.089)  0.1316
H (-0.493, -3.704, 11.934)  0.1196
H (-1.999, -3.915, 11.697)  0.1097
H (0.156, -5.488, 10.584)  0.1229
H (-1.004, -4.481, 9.746)  0.1261
H (-3.264, -5.747, 8.715)  0.0894
H (-4.266, -6.385, 10.008)  0.0755
H (-3.453, -5.011, 10.289)  0.0622
H (-1.805, -8.106, 8.836)  0.0739
H (-0.952, -6.682, 8.386)  0.0776
H (-0.198, -7.664, 9.687)  0.0764
H (-3.478, -5.434, 14.205)  0.1012
H (-4.293, -6.828, 13.313)  0.0791
H (-3.862, -5.502, 12.443)  0.0671
H (-3.812, -7.907, 11.781)  0.0845
C (-7.393, -11.170, -0.203)  0.0123
C (-6.289, -10.091, 0.363)  -0.4666
C (-6.456, -8.702, -0.281)  -0.1659
C (-7.649, -7.906, 0.319)  -0.1178
C (-7.260, -7.783, 1.911)  -0.1245
C (-7.187, -9.109, 2.598)  -0.5139
N (-6.254, -9.884, 1.816)  -0.0999
O (-5.872, -11.029, 2.492)  0.0054
C (-6.762, -8.791, 4.114)  -0.0223
C (-8.570, -9.764, 2.773)  -0.0397
C (-4.967, -10.497, -0.195)  -0.0764
H (-7.028, -11.975, -0.841)  0.0725
H (-8.225, -10.582, -0.591)  0.0640
H (-7.730, -11.732, 0.668)  0.0631
H (-5.570, -8.085, -0.432)  0.1185
H (-6.815, -8.872, -1.296)  0.1093
H (-8.582, -8.435, 0.129)  0.0879
H (-7.829, -6.962, -0.195)  0.0976
H (-8.066, -7.220, 2.380)  0.1060
H (-6.422, -7.112, 2.100)  0.1155
H (-6.861, -9.617, 4.817)  0.0728
H (-5.725, -8.455, 4.087)  0.0804
H (-7.437, -8.064, 4.564)  0.0782
H (-9.059, -10.009, 1.830)  0.0711
H (-8.411, -10.689, 3.328)  0.0776
H (-9.277, -9.408, 3.523)  0.0832
H (-4.772, -11.489, 0.213)  0.0811
H (-4.075, -9.915, 0.035)  0.0916
H (-4.952, -10.649, -1.274)  0.0941
H (-4.922, -10.958, 2.608)  0.1127
C (4.288, -10.773, -3.056)  -0.0475
C (4.675, -11.848, -2.034)  -0.4668
C (4.466, -13.252, -2.637)  -0.1248
C (5.214, -14.388, -1.940)  -0.2010
C (6.661, -14.114, -1.925)  -0.1649
C (6.909, -12.813, -1.079)  -0.4903
N (6.127, -11.736, -1.675)  -0.1092
O (6.538, -10.487, -1.373)  0.0320
C (6.644, -13.059, 0.357)  -0.0479
C (8.449, -12.756, -1.226)  -0.0412
C (3.756, -11.543, -0.841)  -0.0236
H (5.127, -10.703, -3.749)  0.0837
H (4.244, -9.778, -2.614)  0.0821
H (3.434, -10.979, -3.702)  0.0902
H (3.418, -13.540, -2.546)  0.1186
H (4.617, -13.247, -3.717)  0.1194
H (5.020, -15.330, -2.452)  0.1183
H (4.875, -14.472, -0.907)  0.1066
H (6.949, -13.986, -2.968)  0.1229
H (7.286, -14.952, -1.616)  0.1237
H (5.605, -13.177, 0.665)  0.0745
H (7.168, -13.915, 0.783)  0.1027
H (6.689, -12.189, 1.012)  0.0901
H (8.767, -12.796, -2.268)  0.0852
H (8.878, -11.858, -0.782)  0.0805
H (8.948, -13.599, -0.748)  0.0849
H (4.323, -11.133, -0.005)  0.0767
H (3.465, -12.510, -0.432)  0.0754
H (2.825, -10.997, -0.994)  0.0894
H (6.357, -10.416, -0.433)  0.0961
C (0.910, -16.058, 12.151)  -0.0103
C (-0.121, -16.724, 13.173)  -0.5042
C (0.805, -16.891, 14.385)  -0.1765
C (0.040, -17.138, 15.626)  -0.1980
C (-1.085, -16.079, 15.932)  -0.0935
C (-2.046, -15.878, 14.706)  -0.4730
N (-1.231, -15.770, 13.450)  -0.0315
O (-2.046, -15.385, 12.333)  0.0000
C (-3.145, -17.058, 14.638)  0.0084
C (-2.697, -14.593, 14.968)  -0.0740
C (-0.542, -18.037, 12.723)  -0.0369
H (0.474, -16.118, 11.153)  0.0836
H (1.138, -15.076, 12.565)  0.0739
H (1.880, -16.555, 12.158)  0.0854
H (1.672, -17.552, 14.361)  0.1354
H (1.383, -15.986, 14.570)  0.1237
H (-0.425, -18.124, 15.662)  0.1005
H (0.777, -17.242, 16.422)  0.1152
H (-0.569, -15.315, 16.513)  0.1233
H (-1.677, -16.621, 16.669)  0.1101
H (-3.680, -17.153, 13.692)  0.0759
H (-3.798, -16.929, 15.502)  0.0856
H (-2.645, -18.022, 14.730)  0.0595
H (-3.201, -14.489, 15.929)  0.0955
H (-3.457, -14.345, 14.227)  0.0875
H (-1.908, -13.841, 15.017)  0.0935
H (-1.050, -18.566, 13.530)  0.0756
H (-1.323, -17.975, 11.965)  0.0901
H (0.317, -18.574, 12.320)  0.1101
H (-2.508, -16.190, 12.086)  0.0789
C (4.069, -22.905, 0.727)  -0.0372
C (4.721, -22.381, 2.011)  -0.5637
C (5.455, -21.126, 1.497)  -0.1379
C (6.076, -20.088, 2.541)  -0.1409
C (4.978, -19.699, 3.570)  -0.1202
C (4.116, -20.921, 4.113)  -0.4505
N (3.741, -21.855, 2.958)  -0.0827
O (2.892, -22.922, 3.300)  -0.0136
C (5.111, -21.677, 4.980)  -0.0611
C (2.962, -20.424, 5.018)  -0.0211
C (5.727, -23.289, 2.527)  -0.0534
H (3.499, -22.200, 0.122)  0.0874
H (3.575, -23.869, 0.847)  0.0847
H (4.890, -23.163, 0.058)  0.0784
H (6.134, -21.504, 0.732)  0.1160
H (4.691, -20.557, 0.967)  0.1090
H (6.386, -19.270, 1.892)  0.1021
H (6.939, -20.550, 3.021)  0.0889
H (4.301, -18.965, 3.133)  0.1117
H (5.495, -19.297, 4.442)  0.1133
H (5.202, -21.274, 5.989)  0.0874
H (4.546, -22.608, 5.014)  0.0811
H (6.137, -21.825, 4.644)  0.0762
H (2.528, -21.353, 5.388)  0.0763
H (3.334, -19.886, 5.889)  0.0867
H (2.230, -19.780, 4.530)  0.0852
H (5.481, -23.818, 3.447)  0.0907
H (6.654, -22.749, 2.719)  0.0778
H (6.144, -23.990, 1.804)  0.0941
H (2.007, -22.592, 3.132)  0.1077
C (-7.598, -16.954, 8.208)  -0.0499
C (-7.588, -18.446, 8.013)  -0.5062
C (-8.708, -18.676, 6.989)  -0.1516
C (-8.772, -20.102, 6.412)  -0.1896
C (-7.384, -20.496, 5.889)  -0.1088
C (-6.088, -20.335, 6.846)  -0.4658
N (-6.335, -18.961, 7.437)  -0.1094
O (-5.274, -18.460, 8.096)  0.0063
C (-5.900, -21.484, 7.859)  -0.0217
C (-4.918, -20.317, 5.950)  -0.0622
C (-7.980, -19.137, 9.356)  -0.0115
H (-8.601, -16.560, 8.375)  0.0933
H (-7.193, -16.553, 7.279)  0.0910
H (-6.977, -16.587, 9.025)  0.0838
H (-9.694, -18.684, 7.454)  0.1194
H (-8.732, -17.965, 6.163)  0.1211
H (-9.541, -20.230, 5.651)  0.1147
H (-9.054, -20.765, 7.230)  0.0927
H (-7.308, -19.794, 5.059)  0.1147
H (-7.400, -21.557, 5.640)  0.1158
H (-5.357, -21.312, 8.788)  0.0852
H (-6.899, -21.880, 8.042)  0.0732
H (-5.320, -22.306, 7.438)  0.0768
H (-4.962, -21.306, 5.494)  0.0949
H (-5.110, -19.583, 5.167)  0.0880
H (-3.938, -20.018, 6.321)  0.0944
H (-8.657, -18.615, 10.032)  0.0846
H (-7.098, -19.259, 9.984)  0.0791
H (-8.310, -20.136, 9.072)  0.0639
H (-4.809, -17.951, 7.428)  0.1184

Its gap between HOMO and LUMO is 1.01 eV.


| no. | energy (Eh) |
| --- | --- |
| 1 | -5813.95923 |
| 2 | -5623.21578 |